Entry 1:
Here is a 3-piece molecular cluster, C4H15NO3 overall from the Open Molecules 2025 dataset. Energies are from ωB97M-V/def2-TZVPD.

Each line ends with the Löwdin charge.
Element x y z (Å)
C -2.08272 -1.44513 0.31169  -0.129
N -1.99600 -0.30592 -0.63362  -0.121
C -0.66965 -0.30248 -1.29402  -0.243
C -0.23201 1.11670 -1.64538  -0.178
C 0.43514 1.91454 -0.48497  -0.222
O -0.19336 1.72403 0.80497  -0.107
H -3.06867 -1.43783 0.79430  0.072
H -2.05569 -2.36672 -0.26411  0.079
H -1.39131 -1.29696 1.14277  0.069
H -2.00983 0.49629 -0.02567  0.059
H 0.10787 -0.83276 -0.73552  0.111
H -0.84216 -0.81779 -2.24170  0.110
H 0.49298 1.07756 -2.45849  0.106
H -1.00526 1.72506 -2.13069  0.109
H 0.44467 2.96664 -0.73830  0.110
H 1.38345 1.40547 -0.33068  0.096
H -1.02966 2.18991 0.75812  0.079
O 2.02351 0.32974 1.73967  -0.067
H 1.15403 0.02970 2.05054  0.046
H 2.22903 1.23299 2.01807  0.053
O 2.72541 -2.75656 0.85118  -0.066
H 2.70984 -1.79520 0.72178  0.010
H 2.87039 -2.85128 1.79007  0.023

LUMO level   0.54 eV
Highest occupied orbital energy   -8.96 eV
Frontier orbital gap   9.5 eV
E_tot   -12022.9350 eV
SMILES string   CNCCCO.O.O

***

Entry 2:
Here is a 3-piece molecular cluster, C4H15NO3 overall from the Open Molecules 2025 dataset. Energies are from ωB97M-V/def2-TZVPD.

Each line ends with the Löwdin charge.
Element x y z (Å)
C 1.75134 1.72066 1.02646  -0.060
C 0.29816 1.69409 0.58257  -0.450
O -0.56326 2.19688 1.54935  -0.025
C -0.09222 0.22668 0.14230  -0.389
C -0.38614 -0.77718 1.27802  -0.031
N -1.30756 0.45999 -0.67290  0.038
H 1.92383 1.78793 2.11894  0.080
H 2.36992 2.54690 0.52667  0.103
H 2.20118 0.72404 0.82824  0.073
H 0.24970 2.28248 -0.37537  0.144
H -0.07001 2.65009 2.24691  0.095
H 0.77451 -0.07914 -0.46521  0.099
H -0.00171 -0.15917 2.13719  0.088
H 0.25718 -1.65083 1.10421  0.064
H -1.42434 -1.06066 1.33932  0.074
H -2.06663 0.80479 -0.12494  0.064
H -1.62601 -0.40401 -1.07801  0.019
O -1.63782 -2.11506 -2.18411  -0.055
H -0.67669 -2.15762 -2.23270  0.025
H -1.97118 -3.01613 -2.15880  0.047
O 1.70317 -2.38852 -1.24728  -0.041
H 1.68463 -1.63397 -0.65972  -0.007
H 2.39281 -2.29365 -1.90522  0.045

LUMO level   0.56 eV
Highest occupied orbital energy   -8.67 eV
Frontier orbital gap   9.2 eV
E_tot   -12023.0257 eV
SMILES string   C[C@H](O)[C@@H](C)N.O.O

***

Entry 3:
Here is a 4-piece molecular cluster, C4H15NO3 overall from the Open Molecules 2025 dataset. Energies are from ωB97M-V/def2-TZVPD.

Each line ends with the Löwdin charge.
Element x y z (Å)
C -2.20556 -0.20761 0.81035  -0.039
C -0.70085 -0.23624 0.53944  -0.374
C -0.17899 1.09696 -0.05166  -0.398
C -0.57987 1.24044 -1.52529  -0.027
O -0.76118 2.19810 0.61682  -0.027
N 0.02785 -0.67626 1.73525  0.052
H -2.78615 -0.91003 0.21180  0.078
H -2.33902 -0.43988 1.86311  0.077
H -2.59983 0.79186 0.63669  0.074
H -0.36492 -1.10708 -0.19629  0.069
H 0.90815 1.05556 0.04955  0.140
H -0.25707 2.22889 -1.84655  0.084
H -0.01069 0.51177 -2.10097  0.062
H -1.63185 1.05625 -1.72023  0.084
H -0.24047 2.48639 1.37172  0.100
H 0.83101 -1.15390 1.32292  0.046
H 0.40440 0.08940 2.28255  0.080
H -0.34817 -1.85254 -0.73915  0.299
H 3.50877 -0.96042 -0.01334  0.013
O 2.57837 -1.17766 0.01692  -0.154
H 0.77689 -2.55549 -1.99218  0.019
H 2.04859 -1.36442 -0.87050  -0.023
O 0.88796 -1.66059 -1.64557  -0.236

LUMO level   -0.59 eV
Highest occupied orbital energy   -9.44 eV
Frontier orbital gap   8.8 eV
E_tot   -12019.9628 eV

***

Entry 4:
Here is a 4-piece molecular cluster, C4H15NO3 overall from the Open Molecules 2025 dataset. Energies are from ωB97M-V/def2-TZVPD.

Each line ends with the Löwdin charge.
Element x y z (Å)
C 0.21685 -1.59654 -0.63902  -0.062
C 1.46781 -0.77904 -0.80784  -0.385
C 2.08100 -0.69158 -2.18750  -0.077
C 2.07960 -0.17902 0.21333  -0.203
N 1.70757 -0.20286 1.55683  0.063
H -0.39630 -1.48217 -1.54068  0.081
H 0.43574 -2.65423 -0.50453  0.086
H -0.38698 -1.22444 0.18191  0.039
H 1.28210 -0.57865 -2.92473  0.072
H 2.77930 0.13657 -2.21374  0.068
H 2.64705 -1.58218 -2.47579  0.074
H 3.02476 0.34350 0.10054  0.117
H 1.97666 0.62879 2.06164  0.079
H 0.83012 -0.62216 1.85614  0.048
O -4.15705 1.35110 -0.01379  -0.071
H -3.47419 2.01780 -0.17252  0.029
H -4.82631 1.53331 -0.68697  0.036
O -0.40125 2.03857 -0.81030  -0.055
H -0.16256 1.10929 -0.89621  0.003
H 0.31054 2.44477 -0.30390  0.036
O -1.34594 -0.59837 2.48981  -0.053
H -2.05625 0.00514 2.25020  0.046
H -1.43174 -1.40638 1.97613  0.031

LUMO level   0.64 eV
Highest occupied orbital energy   -7.83 eV
Frontier orbital gap   8.5 eV
E_tot   -12023.5728 eV
SMILES string   CC(C)=CN.O.O.O